The following is a quantum chemistry calculation of a 15-piece molecular cluster, C60H165N15O15 overall at a distorted geometry, from the Open Molecules 2025 dataset.

Cartesian coordinates (Å):
C (-1.4694, 5.7240, -0.4027)
C (-0.4110, 5.8871, 0.6373)
C (0.4319, 7.1700, 0.3769)
O (1.4723, 7.1051, -0.5699)
C (2.4584, 6.0735, -0.3633)
N (-1.0585, 5.9555, 1.9079)
H (-1.0926, 5.8914, -1.4081)
H (-2.2752, 6.4158, -0.1399)
H (-1.9623, 4.7632, -0.4163)
H (0.2425, 4.9944, 0.6310)
H (0.8974, 7.5503, 1.3120)
H (-0.2427, 7.9559, 0.0293)
H (3.2850, 6.5061, -0.9514)
H (2.1762, 5.0987, -0.7751)
H (2.7642, 5.8848, 0.7071)
H (-1.5827, 5.0996, 2.0027)
H (-0.4441, 5.9400, 2.6947)
C (-1.3834, 5.6667, -9.3252)
C (-0.7229, 5.3865, -8.0007)
C (-1.4546, 4.3035, -7.2388)
O (-2.7930, 4.5808, -7.1034)
C (-3.4209, 3.4912, -6.4696)
N (0.6493, 5.0363, -8.0677)
H (-2.4628, 5.9821, -9.2768)
H (-1.3230, 4.7865, -9.9435)
H (-0.7766, 6.4096, -9.8369)
H (-0.7856, 6.3034, -7.3822)
H (-1.0263, 4.2309, -6.2419)
H (-1.3152, 3.3250, -7.8158)
H (-4.4700, 3.6745, -6.3915)
H (-2.9542, 3.2234, -5.4844)
H (-3.3399, 2.6116, -7.1652)
H (1.2073, 5.8268, -8.2602)
H (0.9155, 4.2616, -8.6293)
C (-5.5178, -5.6372, -3.9930)
C (-4.8264, -4.3058, -4.4494)
C (-3.4301, -4.6047, -5.0074)
O (-2.7313, -3.4016, -5.1634)
C (-1.5172, -3.5437, -5.8568)
N (-5.5255, -3.6678, -5.5438)
H (-4.9135, -6.1566, -3.2568)
H (-5.6116, -6.2343, -4.9057)
H (-6.5231, -5.5017, -3.6094)
H (-4.6515, -3.6156, -3.5593)
H (-3.4041, -5.1804, -5.9381)
H (-2.9169, -5.2830, -4.2566)
H (-0.9518, -2.6666, -5.6201)
H (-1.7661, -3.5743, -6.9516)
H (-0.8639, -4.3717, -5.5451)
H (-4.9951, -2.8937, -5.9287)
H (-6.3570, -3.2209, -5.1731)
C (-1.1062, -4.2265, -0.6675)
C (-2.0237, -4.1436, 0.4915)
C (-3.4650, -4.0813, 0.0392)
O (-3.8028, -2.7466, -0.2367)
C (-5.2242, -2.6395, -0.4530)
N (-1.8567, -5.3052, 1.4430)
H (-1.3892, -3.5734, -1.4999)
H (-1.0601, -5.2265, -1.1183)
H (-0.0381, -3.9942, -0.3884)
H (-1.7775, -3.2588, 1.0557)
H (-4.1175, -4.5348, 0.7806)
H (-3.5996, -4.6292, -0.9291)
H (-5.4720, -1.5667, -0.5829)
H (-5.6906, -3.0196, 0.4747)
H (-5.5198, -3.2274, -1.3365)
H (-2.2024, -6.1285, 0.9682)
H (-0.8711, -5.4760, 1.5613)
C (4.5317, 2.9263, -1.7947)
C (5.8811, 2.3539, -2.2064)
C (5.9703, 1.7240, -3.5889)
O (4.9545, 0.7724, -3.9196)
C (4.9253, -0.4244, -3.1085)
N (7.0104, 3.3336, -2.1544)
H (4.3846, 3.7969, -2.3997)
H (4.6758, 3.1542, -0.7594)
H (3.6477, 2.2732, -1.9115)
H (6.1602, 1.6567, -1.4175)
H (6.9368, 1.2520, -3.6522)
H (5.9642, 2.4966, -4.3519)
H (4.2955, -0.2145, -2.2568)
H (5.8763, -0.8970, -2.8229)
H (4.4458, -1.1164, -3.7865)
H (7.0859, 3.6915, -1.1998)
H (6.9517, 4.1348, -2.7820)
C (2.0725, -3.3841, 6.1312)
C (0.8993, -3.8767, 5.2618)
C (1.4133, -4.2146, 3.9008)
O (1.6353, -3.0376, 3.1962)
C (2.0110, -3.2429, 1.8519)
N (0.3443, -5.0545, 5.8829)
H (2.6071, -2.5522, 5.6878)
H (2.7744, -4.1949, 6.1463)
H (1.7012, -2.9809, 7.0575)
H (0.2062, -3.0384, 5.0695)
H (0.7137, -4.8646, 3.2949)
H (2.3775, -4.7899, 3.9963)
H (1.1552, -3.7164, 1.4049)
H (2.8631, -3.9048, 1.7540)
H (2.2074, -2.2911, 1.4060)
H (-0.6806, -5.0692, 5.6595)
H (0.4797, -5.0085, 6.8977)
C (-4.2294, -4.1091, 6.3109)
C (-3.8423, -4.3793, 4.8551)
C (-3.6555, -3.0943, 4.0930)
O (-4.9306, -2.4798, 3.9878)
C (-4.8699, -1.3296, 3.1242)
N (-2.5636, -5.1337, 4.7843)
H (-4.3487, -5.0732, 6.8052)
H (-5.2196, -3.6465, 6.3112)
H (-3.5168, -3.5110, 6.8707)
H (-4.6661, -4.9755, 4.4462)
H (-3.2730, -3.3707, 3.0752)
H (-2.8879, -2.4307, 4.5790)
H (-4.5943, -1.6357, 2.1201)
H (-4.0715, -0.7018, 3.5202)
H (-5.7899, -0.7513, 3.1895)
H (-2.3303, -5.2918, 3.7796)
H (-2.6684, -6.1023, 5.1695)
C (4.8904, -5.6344, -0.7975)
C (5.2093, -4.9701, -2.1643)
C (4.2035, -3.8751, -2.4179)
O (2.9797, -4.4266, -2.6944)
C (1.9532, -3.3929, -2.7959)
N (6.5492, -4.3869, -2.2444)
H (3.7835, -5.7779, -0.8228)
H (5.1909, -4.9736, 0.0334)
H (5.4472, -6.5603, -0.7083)
H (5.0522, -5.7923, -2.8979)
H (4.5574, -3.2822, -3.2564)
H (4.1694, -3.2239, -1.5190)
H (1.7965, -2.9102, -1.8272)
H (0.9815, -3.8463, -3.0148)
H (2.2624, -2.5988, -3.5224)
H (7.1752, -5.0555, -1.7904)
H (6.8378, -4.4844, -3.2050)
C (-0.1842, 0.4669, -5.9302)
C (1.1584, 1.0501, -5.7480)
C (1.1845, 2.3392, -4.9030)
O (0.7336, 2.1649, -3.5844)
C (0.5937, 3.3696, -2.9337)
N (2.1653, 0.0620, -5.2748)
H (-0.1909, -0.1808, -6.8221)
H (-0.9265, 1.2761, -6.0395)
H (-0.5284, -0.1570, -5.0817)
H (1.5405, 1.3683, -6.7434)
H (0.6632, 3.1588, -5.4064)
H (2.2509, 2.5095, -4.8033)
H (1.5830, 3.8625, -2.9247)
H (0.3372, 3.0064, -1.9223)
H (-0.1445, 4.0295, -3.3874)
H (1.9222, -0.0467, -4.2906)
H (3.0713, 0.4353, -5.3983)
C (-4.9895, -0.3588, -3.4766)
C (-3.4590, -0.1720, -3.3837)
C (-3.1096, 1.0010, -2.5197)
O (-3.6405, 2.1812, -3.0601)
C (-3.0870, 3.3903, -2.4999)
N (-2.7273, -1.3160, -2.8424)
H (-5.2095, -1.1256, -4.2280)
H (-5.4748, 0.5781, -3.7161)
H (-5.4167, -0.6549, -2.5213)
H (-3.0813, 0.0840, -4.3778)
H (-2.0246, 1.1458, -2.3827)
H (-3.4798, 0.8209, -1.5237)
H (-3.3472, 3.4187, -1.4201)
H (-3.6166, 4.1515, -3.0621)
H (-2.0360, 3.4773, -2.7473)
H (-3.0125, -1.5255, -1.8999)
H (-2.7699, -2.1715, -3.4163)
C (-3.3346, 3.5849, 3.7261)
C (-2.5849, 2.5318, 2.9477)
C (-3.2645, 2.1833, 1.6684)
O (-4.5946, 1.6434, 1.9478)
C (-5.0126, 0.9430, 0.7983)
N (-1.2421, 2.9810, 2.5610)
H (-4.3580, 3.2864, 3.8503)
H (-3.3948, 4.5044, 3.1723)
H (-2.9214, 3.6909, 4.7587)
H (-2.4902, 1.5727, 3.5026)
H (-2.7559, 1.4317, 1.0500)
H (-3.3056, 3.0702, 1.0384)
H (-5.0065, 1.5926, -0.0880)
H (-6.0284, 0.5820, 1.0467)
H (-4.2803, 0.0764, 0.6339)
H (-0.7049, 3.2672, 3.3567)
H (-0.7821, 2.1392, 2.2386)
C (2.5167, 2.2847, 3.2766)
C (2.5968, 3.6008, 2.4517)
C (2.4467, 4.7862, 3.3125)
O (1.2767, 4.6144, 4.0589)
C (0.8516, 5.6984, 4.8575)
N (3.8994, 3.7914, 1.6472)
H (2.5450, 1.4399, 2.5742)
H (1.5913, 2.2738, 3.8874)
H (3.3828, 2.2210, 3.9250)
H (1.7503, 3.6440, 1.7568)
H (2.3366, 5.6912, 2.6821)
H (3.2360, 4.9009, 4.0629)
H (0.7941, 6.6243, 4.2717)
H (1.4679, 5.8323, 5.7417)
H (-0.1707, 5.4158, 5.1806)
H (4.1393, 2.9162, 1.1638)
H (4.6773, 3.8063, 2.3275)
C (5.1695, -1.7827, 0.9052)
C (4.8169, -0.5983, 1.7699)
C (5.0876, -1.0240, 3.1903)
O (5.0154, 0.1156, 4.1317)
C (4.2769, -0.2066, 5.2971)
N (5.4331, 0.6505, 1.3564)
H (4.8388, -1.5333, -0.0922)
H (4.6028, -2.6373, 1.2557)
H (6.2205, -2.0856, 0.8226)
H (3.7312, -0.4867, 1.7434)
H (6.0652, -1.4415, 3.3408)
H (4.3456, -1.7880, 3.4280)
H (4.6906, -1.1095, 5.7825)
H (3.2202, -0.4335, 4.9640)
H (4.3983, 0.6175, 6.0093)
H (5.3563, 1.3664, 2.0485)
H (6.4262, 0.5204, 1.2685)
C (-2.0530, -0.1314, 5.9946)
C (-1.4809, -0.9163, 7.1865)
C (-0.0148, -0.5496, 7.3316)
O (0.5609, -1.1576, 8.4896)
C (1.8057, -0.5318, 8.9188)
N (-2.1746, -0.5246, 8.4635)
H (-3.1429, -0.3842, 5.9791)
H (-1.6623, -0.4513, 5.0229)
H (-1.9723, 0.9371, 6.1040)
H (-1.5926, -1.9828, 7.0089)
H (0.1009, 0.5143, 7.3869)
H (0.5495, -0.9169, 6.5124)
H (2.5319, -0.4840, 8.1032)
H (2.1438, -1.1693, 9.7628)
H (1.6067, 0.4841, 9.2952)
H (-1.8719, -1.1395, 9.2178)
H (-3.1733, -0.6189, 8.3030)
C (1.7444, 0.4046, -0.6208)
C (0.4443, -0.3656, -0.7765)
C (-0.7236, 0.2235, 0.0017)
O (-0.4710, 0.3198, 1.4050)
C (-0.7388, -0.8327, 2.2007)
N (0.2207, -0.5018, -2.2460)
H (2.1236, 0.5193, 0.3803)
H (1.6129, 1.4037, -1.0264)
H (2.5541, -0.0267, -1.2237)
H (0.6655, -1.3630, -0.4344)
H (-1.5981, -0.4868, -0.1940)
H (-1.0190, 1.1875, -0.4151)
H (-0.4167, -0.5534, 3.2017)
H (-0.0727, -1.6704, 1.9342)
H (-1.7784, -1.0624, 2.0963)
H (0.1815, 0.4302, -2.6758)
H (-0.6812, -0.9727, -2.3716)

Calculated values
* largest force on an atom: 2.58 eV/Å
* energy relative to the best compared isomer or geometry (same formula, charge and spin): 48.7 kcal/mol
* molar mass: 1337.1 g/mol
* highest occupied orbital energy: -8.6 eV
* E_tot: -117951.9979 eV
* gap between HOMO and LUMO: 9.0340 eV